# 1
Entry from OMol25: a cluster of 4 separate species, CH10O3S2 in total at a distorted geometry (ωB97M-V with the def2-TZVPD basis set).

```
16
Properties=species:S:1:pos:R:3:forces:R:3:nbo_charge:R:1
S 0.879110 -2.830094 -0.460865 -1.1 -1.2 -0.2 -0.1580
O -1.401108 3.058106 -3.761430 -0.2 -0.1 -0.5 -0.9274
C 2.396220 -0.719631 1.260975 -1.0 0.5 0.5 -0.7540
H -1.309553 3.160638 -4.716010 0.4 0.3 0.0 0.4648
H 1.377169 -0.685044 1.670800 0.3 -0.1 0.2 0.2418
H 3.098225 -1.176080 1.989618 -0.4 -0.3 -0.9 0.2251
O -1.229144 1.209220 1.601678 -0.1 1.3 -0.7 -0.9406
S 2.223414 -1.345162 -0.445492 2.2 1.5 0.0 0.0639
H -1.502078 1.905429 2.214283 0.0 -0.5 0.5 0.4748
H -1.630859 -0.829843 1.282667 -0.5 0.2 0.9 0.4760
O -1.641545 -1.681595 1.755759 0.4 0.5 -1.1 -0.9485
H -1.034023 -2.115391 1.141624 0.0 -0.8 0.3 0.4615
H 0.508140 -2.571582 -1.748479 0.0 0.0 0.7 0.1512
H 2.672562 0.342581 1.171390 0.1 -0.4 -0.3 0.2369
H -1.211190 1.759968 0.795193 0.2 -0.7 0.1 0.4698
H -2.195344 2.518486 -3.751715 -0.2 -0.2 0.5 0.4628
```
Forces are in eV/Å.

LUMO = 0.0131 Eh
Energy above the lowest of the compared OMol25 structures with the same formula, charge and spin = 0.976 eV
SMILES = CSS.O.O.O

# 2
Entry from OMol25: a cluster of 2 separate species, C5H13NO in total at a distorted geometry (ωB97M-V with the def2-TZVPD basis set).

```
20
Properties=species:S:1:pos:R:3:forces:R:3:nbo_charge:R:1
H -0.222506 -1.782139 0.291876 -0.2 0.1 -0.3 0.3544
H 0.845061 2.388668 0.982131 0.2 -0.1 0.1 0.4726
H -2.303264 -2.933003 1.010966 -0.2 0.1 -0.1 0.1989
N -1.136619 -1.615854 -0.123345 0.4 -0.4 0.3 -0.6184
H -3.098872 -1.382177 0.619511 -0.1 -0.2 -0.3 0.1919
H 2.381999 1.420294 -1.781334 0.1 -0.3 -0.6 0.2138
H -1.628781 0.406314 0.049662 0.1 0.3 0.2 0.1612
H 3.058057 1.239715 -0.240638 0.2 -0.3 0.3 0.2211
H 3.101909 -0.184215 -1.303580 0.3 0.0 -0.3 0.2244
H -1.909856 -1.465219 1.876484 0.2 0.2 0.1 0.1661
H 0.292112 2.395981 2.387551 0.1 0.0 0.1 0.4675
C -2.156588 -1.858026 0.886960 0.1 -0.3 0.2 -0.4144
H 0.019604 0.614792 -2.229499 0.4 0.3 -0.2 0.1984
C 0.076213 0.276604 -1.207387 -0.5 -0.5 -0.4 -0.2026
C 2.521804 0.676800 -1.003941 -0.1 0.9 0.7 -0.6489
C 1.192493 0.255375 -0.498697 -0.6 -0.3 0.1 -0.1831
H -2.014842 -0.326259 -1.435992 0.3 0.2 -0.5 0.1922
H 1.074928 -0.145811 0.510615 0.5 0.1 -0.1 0.1964
O 1.120877 2.301666 1.905727 -0.3 0.1 -0.2 -0.9377
C -1.213735 -0.283515 -0.697070 -0.9 0.2 0.7 -0.2538
```
Forces are in eV/Å.

LUMO = 0.0306 Eh
Energy above the lowest of the compared OMol25 structures with the same formula, charge and spin = 1.793 eV
SMILES = C/C=C/CNC.O

# 3
Entry from OMol25: an isolated molecule of C2H3NS2 at a distorted geometry (ωB97M-V with the def2-TZVPD basis set).

```
8
Properties=species:S:1:pos:R:3:forces:R:3:nbo_charge:R:1
H 0.017061 -0.941898 0.014034 0.7 -3.4 0.3 0.4182
S 2.515234 -0.302285 -0.063481 1.1 0.0 0.5 -0.0667
H 1.322440 1.637598 0.010208 -0.7 1.8 0.5 0.2187
C 1.193819 0.615233 0.170410 3.7 -1.4 -1.5 -0.0838
C -1.155031 0.521150 -0.143059 -1.3 1.7 1.1 -0.0956
S -2.568060 -0.268060 0.001677 0.4 0.0 -0.5 -0.0143
H -1.115392 1.608536 -0.301838 -0.1 -0.3 -0.2 0.1927
N 0.055483 0.000424 0.157477 -3.7 1.5 -0.1 -0.5693
```
Forces are in eV/Å.

LUMO = -0.0395 Eh
Energy above the lowest of the compared OMol25 structures with the same formula, charge and spin = 0.673 eV
SMILES = S=CNC=S

# 4
Entry from OMol25: a structure of composition C4H4FNS2 at a distorted geometry (ωB97M-V with the def2-TZVPD basis set).

```
12
Properties=species:S:1:pos:R:3:forces:R:3:nbo_charge:R:1
C -1.493151 1.954659 -0.570647 2.4 1.8 1.9 0.3498
H -1.510063 0.274047 0.433640 -0.8 -0.9 0.1 0.2590
S -0.226976 -3.032075 1.605276 -1.3 3.4 3.1 0.1234
F -0.841363 3.206472 -0.848851 -1.8 -3.1 -0.2 -0.3362
C 0.384052 0.302528 -0.409489 4.4 2.0 -2.6 -0.1710
H -0.957369 -2.470334 3.185225 1.6 -1.4 -3.6 0.1602
C -0.841137 0.833859 -0.158615 -3.9 2.8 -0.8 -0.3716
S 1.474319 1.100099 -1.392438 -0.4 -0.8 0.5 0.0580
N -0.270156 -1.331655 0.944302 2.5 -2.8 -0.5 -0.5030
C 0.734209 -0.948192 0.174743 -1.2 -1.7 2.5 0.0245
H 1.791436 -1.339456 0.013412 -1.7 0.0 0.2 0.2271
H -2.521987 2.053581 -0.224098 0.2 0.6 -0.6 0.1797
```
Forces are in eV/Å.

LUMO = -0.0660 Eh
Energy above the lowest of the compared OMol25 structures with the same formula, charge and spin = 4.804 eV

# 5
Entry from OMol25: a structure of composition C32H25F15Ge2IrS at a distorted geometry (ωB97M-V with the def2-TZVPD basis set).

```
76
Properties=species:S:1:pos:R:3:forces:R:3:mulliken_charge:R:1
C -0.845209 2.155619 4.800387 0.1 0.0 0.0 -1.5875
H 4.794237 0.989417 3.338890 0.0 -0.2 -0.1 0.3527
C -2.679820 -0.553723 -3.579394 -0.3 0.1 -0.1 0.5951
C 4.775730 0.124354 2.663809 0.2 0.0 0.2 -1.3030
H 2.121880 -1.673600 0.122766 0.1 0.0 0.1 -0.1808
C -1.291051 0.912972 4.077618 -0.2 0.4 -0.1 0.8891
F -4.667715 -1.221122 -4.675195 -0.1 -0.2 -0.2 -0.3172
F 0.615272 -0.457998 -5.015321 -0.1 0.2 0.0 -0.3798
H -2.193143 2.812145 2.126333 0.0 0.0 0.0 0.3809
F -2.152349 -1.693184 -4.037115 0.3 -0.3 0.0 -0.2732
C 1.352691 -2.643066 -5.027920 0.0 0.3 -0.1 0.2040
C -3.543993 -1.049880 1.793168 0.1 0.0 0.1 -1.3679
C -4.003208 -0.337625 -3.931139 0.4 -0.2 0.0 -0.0013
Ir -0.293820 -0.019550 2.333563 0.9 -0.7 3.7 0.6030
F 3.826915 4.000006 -4.423235 0.3 0.3 -0.2 -0.3269
C 3.076411 1.669602 0.542115 0.0 0.1 -0.2 -0.7851
F -0.598297 2.768408 -3.797924 0.0 -0.1 0.0 -0.2559
H 3.145345 -2.427831 1.358692 0.0 0.1 -0.1 0.4321
F 2.057769 -4.871244 -5.045990 0.2 -0.4 -0.2 -0.3231
C 3.368618 2.038993 -3.237941 0.0 -0.2 0.2 0.0661
F -5.892073 1.023030 -3.846591 -0.6 0.1 -0.2 -0.3326
C 0.846823 -1.578558 -4.311314 0.0 -0.1 -0.1 0.7515
H -3.458116 1.773877 1.494979 0.0 0.0 0.0 0.2174
C 2.943847 3.153093 -3.916436 0.2 0.0 0.0 0.8126
H -3.659015 2.527031 3.079736 0.0 0.0 0.0 0.2925
C -4.632758 0.800135 -3.508024 -0.1 0.0 -0.1 0.7885
C 0.770042 -2.864544 -2.351904 0.1 0.0 -0.3 -0.2730
C 0.689593 2.490180 -3.543426 -0.2 0.2 -0.1 0.6262
C 1.602872 3.378989 -4.081340 -0.4 0.0 0.0 0.0757
C -1.027645 -0.429365 4.486043 0.7 0.3 -0.3 0.6616
F 4.672970 1.806410 -3.098481 0.2 -0.1 0.0 -0.3428
C -3.956983 1.711453 -2.739414 0.4 0.1 0.2 0.0412
F 1.477095 -5.116242 -2.436410 0.0 -0.2 0.2 -0.3190
H 0.766831 -0.242595 5.639978 -0.1 0.0 0.0 0.2531
F 2.904766 0.099292 -2.101350 0.1 -0.6 0.4 -0.3489
H 2.168404 1.680464 -0.069832 0.1 0.0 0.1 -0.0227
C -2.930839 2.057784 2.405395 0.0 0.0 0.1 -1.6799
F 1.623809 -2.540335 -6.331806 0.0 0.0 -0.1 -0.3219
C 0.549859 -1.639121 -2.962147 -0.1 0.1 0.1 -0.0629
Ge -0.156201 -0.007556 -2.046195 0.1 0.0 0.2 1.1964
C -1.837639 -1.299797 3.713471 -0.1 -0.4 -0.8 0.5010
C 1.066085 1.379136 -2.815958 -0.2 -0.2 0.0 -0.7449
F -2.060976 2.391841 -1.647611 0.4 0.2 0.3 -0.3975
C -2.274637 0.864885 3.043446 -0.4 0.5 -0.6 0.5773
C 1.571142 -3.833253 -4.379099 0.1 -0.1 -0.2 0.7701
H 3.966675 1.725677 -0.097661 -0.2 0.0 0.0 0.2300
H -4.459345 -1.413843 2.271854 0.0 0.0 0.0 0.3605
C 1.557131 0.118733 2.826231 -1.0 0.2 -1.2 -0.4164
C -2.575980 -0.506989 2.803906 -0.4 0.1 -0.4 0.2166
H -2.994142 -3.039251 4.217802 0.1 0.0 0.0 0.3245
S -0.669367 -0.162382 0.023351 -0.3 -0.1 -0.6 -0.4940
F -4.578141 2.818049 -2.339082 -0.1 0.3 0.1 -0.3384
H -1.489003 3.000282 4.540185 0.1 -0.1 0.0 0.4446
H -3.821215 -0.291008 1.062855 0.0 0.0 0.0 0.1707
C 3.074205 -1.592585 0.653436 0.0 -0.1 -0.2 -0.7192
H -1.872882 -3.286095 2.878187 0.0 0.1 0.1 0.2626
H -0.698280 -0.511972 6.590406 0.0 0.0 0.0 0.3430
H -1.261002 -3.213928 4.530115 0.0 0.0 -0.1 0.3973
C 1.276538 -3.950800 -3.047082 -0.1 0.1 0.3 0.0250
H -3.102759 -1.880788 1.235244 0.0 0.1 0.0 0.2729
C 2.426904 1.177574 -2.710006 0.2 0.3 -0.2 0.3355
F 1.196257 4.447400 -4.772088 -0.1 0.1 -0.1 -0.3192
C -1.955977 0.334656 -2.815112 0.2 0.0 0.2 -0.8268
H 5.622571 0.207443 1.969412 -0.1 0.0 0.2 0.3466
H 0.180235 2.433265 4.556275 0.0 0.0 0.0 0.2386
C -0.182960 -0.780913 5.661849 0.2 -0.1 0.1 -1.6728
C -2.641632 1.463206 -2.392218 -0.4 0.0 -0.3 0.3647
H 3.052079 2.549347 1.192989 0.0 -0.1 -0.1 0.4647
C -1.994747 -2.786971 3.842806 0.2 0.0 0.0 -1.7181
H 3.902298 -1.653236 -0.060019 -0.1 0.0 0.1 0.3333
H 4.903895 -0.787535 3.260472 0.0 0.2 -0.1 0.3368
Ge 3.082269 0.070375 1.666522 0.0 0.1 0.0 0.3368
H -0.901379 2.011814 5.886350 0.0 0.0 -0.1 0.3253
H 1.780488 0.328211 3.882765 -0.1 -0.2 0.0 0.1701
H 0.040218 -1.847683 5.693931 0.0 0.0 0.0 0.3764
F 0.503561 -3.089009 -1.075524 -0.2 0.1 0.4 -0.3118
```
Forces are in eV/Å.

LUMO (alpha / beta) = 0.0855 / 0.0855 Eh
Total charge = -1

# 6
Entry from OMol25: a cluster of 14 separate species, H28O14 in total at a distorted geometry (ωB97M-V with the def2-TZVPD basis set).

```
42
Properties=species:S:1:pos:R:3:forces:R:3:nbo_charge:R:1
H -0.440855 -2.848379 1.839595 -0.2 -0.7 1.2 0.4629
H -0.715800 -3.466887 -1.036684 0.7 -0.4 -0.1 0.4918
H -0.052523 4.347085 0.714291 -0.7 -2.9 -0.2 0.4827
O 0.450741 0.120466 -0.071004 2.8 1.4 0.0 -0.9929
H -1.844287 -4.137018 -0.353006 1.3 -0.8 -0.5 0.4458
H 2.525976 0.107524 2.683731 -0.5 0.0 -0.4 0.4649
O 0.137119 2.079060 3.050160 -0.3 -0.8 -0.1 -0.9894
O -0.989454 -4.372259 -0.807329 -1.9 0.7 0.4 -0.9464
H -0.352768 0.494178 0.178101 -2.4 1.0 0.7 0.4811
H -1.012937 0.449748 -3.126504 0.5 -0.4 0.1 0.4918
O 3.033294 -1.060278 -1.363956 0.0 -0.1 -0.2 -0.9629
H 4.188579 1.112412 -0.025533 0.1 0.1 0.2 0.4597
H -0.000116 2.465998 2.150160 -0.2 -0.6 0.8 0.4939
H 2.875856 0.724422 -0.596948 -0.7 -0.9 -0.1 0.4911
H -2.027192 1.852351 -0.443970 0.7 1.4 0.1 0.4881
O -3.020079 0.463829 2.658098 -0.7 -1.0 1.0 -0.9776
H 3.922067 -0.921090 -1.700431 0.2 -0.3 0.0 0.4720
H -3.220264 -1.729021 0.358435 0.7 0.1 -0.4 0.4983
O 3.275837 1.410842 -0.074232 0.7 0.8 0.2 -0.9616
H 1.034175 -1.999003 -2.437331 0.6 -0.1 -0.2 0.4863
H -2.659519 0.917892 1.903778 0.7 0.5 -0.1 0.4895
O 0.324724 -1.934796 -1.806776 -1.5 1.1 -0.6 -0.9882
O -0.154054 -2.416455 1.058172 0.6 0.5 -0.5 -0.9417
O -0.289284 3.341970 0.635939 0.6 2.9 0.3 -0.9828
H 2.212067 3.572004 -1.377661 -0.9 -1.1 -0.1 0.4907
H -2.639826 0.626227 -0.123238 -0.8 -1.8 0.0 0.4733
H -2.300717 0.119177 -2.573633 -0.9 -0.3 0.4 0.4854
H 0.277901 -0.696620 -0.487594 0.0 -1.8 -0.6 0.4917
H -2.834220 -1.803769 -1.114988 -0.7 -0.6 -1.9 0.4811
O -1.433219 -0.270554 -2.626420 -0.2 1.5 -1.1 -0.9347
O -2.089719 1.260264 0.299368 0.1 0.6 -0.4 -0.9345
H -0.955245 -2.047130 0.690316 -0.2 0.1 -0.2 0.4674
H -2.309091 0.164524 3.241978 -0.1 0.4 -0.4 0.4721
H -0.270622 -1.187340 -2.162390 1.1 -2.0 0.7 0.4886
H 1.472517 -0.054328 1.527329 0.2 -0.2 0.2 0.5012
H 1.672391 2.133066 -1.683550 0.5 -0.4 0.1 0.4887
O -2.477266 -1.626946 -0.277495 -0.5 0.6 2.3 -0.9640
H 0.468990 2.969104 0.151502 0.0 0.2 -0.3 0.5098
H -0.117800 1.124096 3.047335 0.5 1.3 -0.3 0.4671
O 1.871909 -0.496888 2.300311 0.3 0.1 0.3 -0.9825
O 1.396576 3.019074 -1.472427 0.4 1.5 -0.2 -0.9615
H 3.066137 -1.806551 -0.745498 0.0 0.3 -0.1 0.5039
```
Forces are in eV/Å.

LUMO = -0.0231 Eh
Energy above the lowest of the compared OMol25 structures with the same formula, charge and spin = 2.408 eV